DFT (the ωB97M-V functional and the def2-TZVPD basis) results for C58H105AlN13O2 as an isolated structure in a non-equilibrium geometry.

Each line ends with the Mulliken charge.
CARTESIAN COORDINATES (ANGSTROEM)
Al  -23.45811  0.76886  -0.16666  2.775
C  -21.68385  -3.57998  -2.03906  -1.003
C  -21.42164  -2.23879  -2.78808  1.712
C  -21.34316  -2.48222  -4.31288  -1.756
O  -22.33456  -1.23118  -2.36428  -0.088
H  -22.65178  -4.06895  -2.14921  0.210
H  -21.49143  -3.44272  -0.97500  -0.234
H  -20.96168  -4.36891  -2.24918  0.490
H  -20.39683  -1.97120  -2.53068  -0.831
H  -22.24460  -2.84839  -4.80422  0.294
H  -20.62514  -3.29164  -4.44477  0.455
H  -21.06148  -1.65135  -4.95974  0.341
C  -25.28184  3.97062  3.85661  -1.269
C  -24.95662  3.95201  2.34710  1.401
C  -23.97930  5.05585  1.91127  -0.756
O  -24.53037  2.67738  1.90087  -0.660
H  -25.83472  4.88690  4.06366  0.423
H  -24.38774  3.86878  4.47169  0.266
H  -25.97585  3.14795  4.02885  0.014
H  -25.83867  4.20585  1.75918  -0.257
H  -23.89339  5.14895  0.82866  -0.202
H  -22.95384  4.91150  2.25143  -0.182
H  -24.37431  6.04037  2.16182  0.513
C  -29.36750  2.84908  1.38350  -0.852
C  -28.73347  2.14654  2.60812  0.075
C  -28.38822  0.64914  2.39954  -0.727
C  -27.21752  0.29520  1.58291  -0.037
N  -26.36597  -0.04917  0.92392  -0.032
H  -30.28832  2.31618  1.14642  0.407
H  -28.64828  2.83153  0.56465  -0.115
H  -29.51144  3.91266  1.57370  0.397
H  -29.48091  2.21015  3.39893  0.396
H  -27.93135  2.69116  3.10621  -0.209
H  -29.27820  0.11072  2.07375  0.395
H  -28.19972  0.13781  3.34353  0.292
C  -18.22073  6.86134  0.79072  -1.481
C  -19.36321  5.90143  0.38628  -0.013
C  -18.93085  4.42505  0.16533  1.829
C  -17.87492  4.24435  -0.81599  -0.062
N  -17.01291  4.02947  -1.56641  -0.618
H  -17.62490  7.03762  -0.10483  0.371
H  -17.69757  6.53758  1.69049  0.304
H  -18.58436  7.85320  1.05921  0.438
H  -19.78179  6.18918  -0.57813  -0.105
H  -20.11719  5.93212  1.17285  0.160
H  -19.79874  3.82471  -0.10754  -0.498
H  -18.45067  3.99960  1.04653  -0.458
C  -28.31409  2.65559  -6.57200  -1.535
C  -27.06924  2.59964  -5.68540  0.023
C  -27.33061  1.96832  -4.30528  1.903
C  -28.14443  0.75260  -4.31542  -0.099
N  -28.76187  -0.21172  -4.30868  -0.571
H  -29.12116  3.11244  -5.99926  0.331
H  -28.60398  1.63999  -6.84147  0.393
H  -28.13462  3.17715  -7.51214  0.410
H  -26.70305  3.62356  -5.61063  0.226
H  -26.31424  1.98184  -6.17161  -0.100
H  -27.90716  2.69477  -3.73261  -0.208
H  -26.39535  1.70473  -3.81141  -0.823
C  -19.56728  3.22577  -4.02781  0.080
C  -18.57018  2.09183  -4.03725  -1.115
C  -19.12811  0.77260  -3.41520  -0.143
C  -19.85802  0.93643  -2.14706  -0.265
N  -20.42160  1.07043  -1.18354  0.226
H  -20.48111  2.90514  -4.52801  -0.362
H  -19.16698  4.10317  -4.53579  0.508
H  -19.75755  3.51504  -2.99426  -0.183
H  -17.67759  2.33575  -3.46116  0.409
H  -18.20876  1.88374  -5.04431  0.405
H  -18.34962  0.01749  -3.30636  0.589
H  -19.84730  0.35792  -4.12153  -0.282
C  -18.69679  3.49278  4.30738  -0.989
C  -20.19513  4.04083  4.31601  -0.569
C  -21.31342  3.03403  4.05127  0.554
C  -21.19131  2.35821  2.77767  -0.040
N  -21.05377  1.84040  1.77417  0.145
H  -18.10248  4.18799  4.90033  0.388
H  -18.25706  3.46910  3.31030  0.069
H  -18.61012  2.47664  4.69215  0.303
H  -20.29126  4.91554  3.67279  0.208
H  -20.46912  4.38631  5.31285  0.465
H  -22.31608  3.46021  4.01762  -0.718
H  -21.27067  2.18938  4.73889  0.146
C  -26.84418  5.74819  -3.61128  -0.784
C  -27.83090  5.47286  -2.42017  -0.758
C  -27.14903  5.08348  -1.07369  -0.224
C  -26.32027  3.85624  -1.20173  -0.483
N  -25.68160  2.91604  -1.24591  0.201
H  -26.10065  4.95145  -3.63285  -0.125
H  -26.28142  6.65668  -3.39669  0.468
H  -27.46416  5.86200  -4.50052  0.407
H  -28.50604  4.71899  -2.82512  0.319
H  -28.36408  6.40442  -2.23036  0.451
H  -27.86262  4.78222  -0.30679  0.177
H  -26.53509  5.89080  -0.67442  0.394
C  -22.79015  0.53828  6.70350  -0.492
C  -24.08485  -0.22584  6.37228  -0.748
C  -24.88150  0.27673  5.17685  -0.377
C  -24.12671  0.11501  3.95118  -0.040
N  -23.52223  -0.06794  2.96826  0.185
H  -23.06149  1.57009  6.92673  0.360
H  -22.15577  0.41694  5.82546  -0.261
H  -22.31338  0.08824  7.57428  0.397
H  -24.76226  -0.13233  7.22108  0.409
H  -23.83838  -1.27132  6.18699  0.271
H  -25.07337  1.33581  5.34902  -0.025
H  -25.81379  -0.23593  4.93995  0.339
C  -23.12996  -5.93060  0.31446  -0.619
C  -24.11393  -5.86268  1.45595  -0.322
C  -25.19564  -4.80776  1.32694  -0.478
C  -24.75822  -3.41693  1.04874  -0.038
N  -24.40951  -2.35421  0.76699  -0.005
H  -23.65776  -6.00685  -0.63617  0.334
H  -22.50864  -6.81075  0.47998  0.445
H  -22.56267  -5.00172  0.25552  -0.274
H  -23.57217  -5.73656  2.39334  0.005
H  -24.56564  -6.84472  1.59614  0.400
H  -25.73794  -4.79052  2.27231  0.444
H  -25.95136  -5.05108  0.58009  0.105
C  -22.41816  5.84503  -4.41343  -0.885
C  -23.03928  6.49275  -3.16854  -0.192
C  -22.38658  6.20585  -1.86802  -0.497
C  -22.47511  4.80774  -1.40800  -0.194
N  -22.47662  3.72939  -1.03501  0.244
H  -21.37597  6.15853  -4.47400  0.350
H  -22.97510  6.10255  -5.31432  0.450
H  -22.37084  4.76183  -4.30144  -0.048
H  -24.10362  6.28457  -3.05922  -0.383
H  -22.96480  7.57344  -3.28963  0.539
H  -22.82495  6.75348  -1.03373  0.615
H  -21.33345  6.48477  -1.90302  -0.004
C  -24.59993  -0.38967  -6.02129  -0.495
C  -23.55201  0.60962  -6.52757  -0.985
C  -22.56361  1.01362  -5.38221  0.875
C  -23.19768  1.51461  -4.17905  -0.241
N  -23.66880  1.88650  -3.20488  0.128
H  -25.34223  0.03177  -5.34345  -0.086
H  -24.05600  -1.17259  -5.49282  -0.051
H  -25.12945  -0.75114  -6.90280  0.474
H  -23.97917  1.49464  -6.99915  0.421
H  -22.91611  0.20445  -7.31469  0.515
H  -21.78441  1.66277  -5.78163  0.447
H  -22.07858  0.08944  -5.06799  -1.018
C  -20.33508  -1.67334  4.23846  -0.665
C  -21.14263  -2.84528  4.70462  -1.205
C  -21.87431  -3.62575  3.63120  0.746
C  -20.92565  -4.15567  2.65788  0.227
N  -20.14678  -4.60696  1.94282  -0.657
H  -19.85857  -1.08905  5.02563  0.438
H  -21.01073  -1.00666  3.70261  -0.073
H  -19.53710  -1.95284  3.55057  0.291
H  -21.85433  -2.54553  5.47386  0.302
H  -20.40638  -3.42765  5.25858  0.416
H  -22.53823  -2.93705  3.10870  -0.384
H  -22.37211  -4.47036  4.10759  0.512
C  -17.62265  -0.30771  1.92106  -1.096
C  -17.74507  -0.85293  0.46901  -0.258
C  -18.85569  -1.93719  0.26924  -0.585
C  -20.20476  -1.53811  0.60695  -0.477
N  -21.29219  -1.20856  0.87477  0.345
H  -17.48986  -1.10025  2.65750  0.327
H  -18.53234  0.25598  2.12797  0.089
H  -16.75393  0.33441  2.06637  0.464
H  -16.77933  -1.28151  0.20112  0.495
H  -17.89029  -0.07348  -0.27897  -0.129
H  -18.58591  -2.77870  0.90736  0.490
H  -18.89325  -2.20813  -0.78588  0.212
C  -27.36808  -3.61819  -1.90866  -1.470
C  -25.94197  -3.86609  -2.48221  0.063
C  -25.52270  -2.67939  -3.32966  0.119
C  -25.64716  -1.42720  -2.56473  0.155
N  -25.77281  -0.38857  -2.05841  -0.322
H  -27.55047  -4.51651  -1.31887  0.422
H  -28.05744  -3.41887  -2.72912  0.451
H  -27.42636  -2.78081  -1.21332  0.278
H  -25.97311  -4.76624  -3.09610  0.538
H  -25.26339  -4.13256  -1.67189  -0.460
H  -26.26281  -2.61585  -4.12735  0.513
H  -24.57487  -2.77231  -3.85984  -0.433

Charge = +1
E_tot = -3377.1511 Ha
Molecular weight = 1043.549 Da
Strongest force on any atom = 3.7 eV Å⁻¹
HOMO energy = -9.71 eV
E_LUMO = -6.378 eV

DFT (the ωB97M-V functional and the def2-TZVPD basis) results for a 14-piece molecular cluster, C58H105Cl2F6N18O4P overall in a non-equilibrium geometry.

Each line ends with the Mulliken charge.
CARTESIAN COORDINATES (ANGSTROEM)
C  -1.00759  3.65037  4.31880  -0.917
C  0.48675  3.40267  4.29570  0.075
N  1.24241  4.61395  3.97150  0.205
C  1.72894  5.53775  4.86250  -0.217
C  2.17756  6.60352  4.17931  -0.592
N  2.09139  6.27777  2.83602  0.140
C  1.45462  5.12143  2.73241  -0.238
C  2.60159  7.04844  1.72860  -0.822
H  -1.38666  4.11872  5.23106  0.381
H  -1.58786  2.73630  4.20531  0.068
H  -1.35819  4.33175  3.53810  0.378
H  0.68909  2.60552  3.58025  0.012
H  0.85728  3.20648  5.30079  0.102
H  1.60362  5.44946  5.92926  0.401
H  2.64296  7.53068  4.46847  0.461
H  1.10930  4.62444  1.84227  0.554
H  3.68855  6.97638  1.76343  0.373
H  2.21790  8.06439  1.67542  0.358
H  2.33766  6.61316  0.76368  0.254
C  5.68821  -1.60275  0.95514  -0.898
C  5.48726  -0.55781  2.04225  -0.068
N  5.82721  -1.02757  3.37698  0.251
C  6.96604  -0.78171  4.10019  -0.387
C  7.03549  -1.62521  5.16655  -0.493
N  5.89460  -2.41125  5.04258  0.198
C  5.13101  -1.94783  4.07357  -0.088
C  5.42362  -3.32692  6.13127  -0.796
H  5.10104  -2.49091  1.21568  0.272
H  6.69642  -1.99542  0.82005  0.425
H  5.30418  -1.33349  -0.02870  0.135
H  4.41174  -0.36691  2.11531  -0.040
H  6.00711  0.39902  1.98023  0.376
H  7.64651  -0.00897  3.78074  0.429
H  7.69508  -1.86122  5.98227  0.500
H  4.23319  -2.44583  3.73125  0.134
H  5.58322  -2.72881  7.02459  0.409
H  5.98373  -4.25582  6.14817  0.295
H  4.36758  -3.53314  5.98927  0.236
C  1.02442  3.97521  -3.12592  -0.631
C  -0.15362  4.79958  -3.69851  0.106
N  -0.24430  4.75400  -5.16066  0.298
C  0.59002  5.40553  -6.04822  -0.418
C  0.28379  4.99823  -7.31682  -0.601
N  -0.70437  4.06855  -7.17308  0.168
C  -1.09860  4.01539  -5.89849  -0.406
C  -1.28483  3.23963  -8.22585  -0.837
H  1.97533  4.21279  -3.60460  0.328
H  0.81683  2.92162  -3.31754  0.025
H  1.11442  4.19591  -2.06374  0.222
H  0.03224  5.83836  -3.42924  0.498
H  -1.11718  4.43916  -3.34882  -0.406
H  1.41498  6.02899  -5.74706  0.491
H  0.68545  5.34938  -8.25217  0.502
H  -1.93343  3.45766  -5.49037  0.556
H  -0.47446  2.64817  -8.64845  0.344
H  -1.74096  3.92050  -8.94248  0.366
H  -2.02278  2.53983  -7.83811  0.298
C  7.12634  3.81664  -6.38600  -1.050
C  5.97399  4.03347  -5.39478  -0.700
N  5.16830  2.82777  -5.20133  0.276
C  4.16284  2.36787  -6.02968  -0.928
C  3.83741  1.12876  -5.56618  -0.236
N  4.63052  0.84328  -4.49220  0.272
C  5.32696  1.93788  -4.19978  -0.120
C  4.68774  -0.49279  -3.89290  -1.022
H  7.60447  4.72186  -6.74699  0.395
H  6.68381  3.35587  -7.27295  0.327
H  7.80371  3.08592  -5.94888  0.322
H  5.32285  4.85704  -5.69806  0.330
H  6.32460  4.43644  -4.44269  0.395
H  3.84337  2.94143  -6.88120  0.575
H  3.20145  0.34074  -5.93862  0.582
H  6.00937  2.05883  -3.37526  0.471
H  4.57480  -1.25661  -4.65863  0.437
H  3.81149  -0.66654  -3.26454  0.287
H  5.56730  -0.54924  -3.26086  0.332
C  -5.00429  -0.33420  -2.97628  -0.709
C  -5.50995  1.02024  -3.39718  -0.722
N  -5.23472  2.01472  -2.38003  0.290
C  -5.61571  1.93604  -1.02293  -0.412
C  -5.12225  3.05375  -0.39949  -0.618
N  -4.47143  3.80158  -1.37627  0.266
C  -4.54051  3.11305  -2.50114  -0.375
C  -3.60696  4.92282  -1.06447  -0.611
H  -4.02883  -0.39635  -2.49500  -0.063
H  -5.01264  -1.00241  -3.83672  0.384
H  -5.66586  -0.82565  -2.25642  0.594
H  -6.57253  0.97518  -3.63889  0.378
H  -5.05220  1.32412  -4.34032  0.289
H  -6.11512  1.03337  -0.71455  0.467
H  -5.09178  3.30443  0.64530  0.501
H  -3.94141  3.35105  -3.36814  0.543
H  -2.83737  4.99776  -1.83011  0.098
H  -3.11977  4.88859  -0.09331  0.251
H  -4.23253  5.81589  -1.09139  0.376
C  -4.03739  -4.29597  6.36480  -1.513
C  -2.62942  -3.90884  6.84930  0.022
N  -1.67222  -3.76031  5.77457  0.365
C  -0.31160  -3.60621  6.00159  -1.135
C  0.27747  -3.43778  4.78258  -0.197
N  -0.71284  -3.47728  3.84121  0.514
C  -1.87758  -3.69159  4.44449  -0.304
C  -0.53014  -3.10581  2.43959  -0.129
H  -4.61764  -3.42873  6.05290  0.367
H  -4.53787  -4.81769  7.17791  0.397
H  -3.99396  -5.01014  5.54308  0.414
H  -2.26909  -4.74705  7.45162  0.414
H  -2.64955  -3.08445  7.56376  0.142
H  0.11701  -3.74627  6.97857  0.560
H  1.28619  -3.22348  4.45698  0.378
H  -2.88915  -3.63870  4.07857  0.520
H  0.50049  -2.81839  2.23961  -0.384
H  -1.20786  -2.28268  2.21417  0.288
H  -0.74691  -3.87213  1.69382  0.133
C  -2.29635  -2.60677  -4.15062  0.005
C  -2.02777  -3.48538  -5.35003  -0.967
N  -2.44377  -4.87211  -5.03306  0.212
C  -2.22693  -5.67656  -3.94307  -0.375
C  -3.01219  -6.78269  -4.22771  -0.866
N  -3.45962  -6.68409  -5.50656  0.127
C  -3.14845  -5.50247  -6.00469  -0.051
C  -4.22944  -7.76849  -6.12901  -0.884
H  -2.39502  -1.60663  -4.59175  -0.058
H  -1.60604  -2.59737  -3.31199  0.028
H  -3.30179  -2.71966  -3.74542  0.277
H  -0.98736  -3.57089  -5.66198  0.255
H  -2.65123  -3.13492  -6.16757  0.413
H  -1.62568  -5.29970  -3.13201  0.770
H  -3.25677  -7.63726  -3.62117  0.483
H  -3.48558  -5.02327  -6.90482  0.369
H  -5.05778  -8.11167  -5.52082  0.334
H  -3.49099  -8.54446  -6.33421  0.384
H  -4.55992  -7.51456  -7.13501  0.334
C  -1.23618  0.20394  5.86951  -0.323
C  -0.66863  0.15804  7.27771  -0.779
N  -1.59925  -0.10650  8.35426  0.391
C  -1.35066  -0.74142  9.52427  -0.373
C  -2.44051  -0.56973  10.32766  -0.372
N  -3.30934  0.27200  9.71111  0.128
C  -2.81427  0.46712  8.45090  -0.380
C  -4.63074  0.57149  10.24011  -0.855
H  -1.69090  -0.70174  5.45084  0.087
H  -0.44224  0.27027  5.11713  0.024
H  -1.99428  0.98380  5.80807  0.280
H  -0.23962  1.15111  7.46741  0.316
H  0.27885  -0.37565  7.36516  0.432
H  -0.39883  -1.14043  9.83511  0.482
H  -2.54535  -1.13103  11.24285  0.424
H  -3.21121  1.17657  7.74691  0.421
H  -5.36533  0.34380  9.47138  0.365
H  -4.62225  1.61378  10.55546  0.329
H  -4.85176  -0.04006  11.11044  0.355
C  -1.56826  1.09782  1.59100  -0.562
C  -1.16387  1.12613  0.11004  -0.388
N  -0.37372  0.00638  -0.31977  1.064
C  -0.88896  -1.11673  -0.93246  -0.782
C  0.09256  -2.06744  -0.88155  -1.085
N  1.17276  -1.54316  -0.26749  1.144
C  0.92447  -0.24438  -0.02290  -0.809
C  2.38661  -2.23568  0.11434  -0.807
H  -0.78387  0.96628  2.34191  -0.011
H  -2.32748  0.37261  1.89027  0.330
H  -1.98569  2.09718  1.75853  0.381
H  -0.62830  2.07010  -0.02513  0.297
H  -2.04144  1.27796  -0.51780  -0.103
H  -1.94820  -1.25993  -1.06874  0.353
H  0.21837  -3.09857  -1.19993  0.804
H  1.50521  0.40971  0.60839  0.342
H  2.33096  -3.31003  0.28410  0.298
H  2.84267  -1.76699  0.98596  0.260
H  3.13254  -2.09252  -0.67135  0.076
C  -0.40031  0.54712  -4.64135  -0.500
C  -1.81976  1.14990  -4.70245  0.428
O  -2.10599  1.83188  -3.65047  -0.405
O  -2.53746  1.10938  -5.70801  -0.805
H  -0.17033  0.18974  -3.63662  -0.155
H  0.31005  1.31400  -4.95890  0.176
H  -0.26664  -0.35162  -5.24710  0.443
C  1.90518  -2.78968  -4.39938  -0.090
C  2.73709  -3.47379  -3.30172  0.446
O  3.97686  -3.42130  -3.27582  -0.728
O  2.01150  -4.01301  -2.41075  -0.636
H  1.06047  -3.36412  -4.77736  -0.007
H  2.50400  -2.70752  -5.31932  0.457
H  1.58373  -1.79518  -4.07868  -0.257
Cl  3.16946  -4.64285  2.58898  -0.681
Cl  1.82115  -0.23952  3.45405  -0.811
P  -3.39793  -4.51084  -0.37726  1.370
F  -1.88017  -4.75110  -0.89951  -0.283
F  -3.79025  -3.62308  -1.70099  -0.462
F  -3.86102  -5.77307  -1.26871  -0.370
F  -4.93404  -4.30343  0.17304  -0.435
F  -3.12869  -5.45058  0.86735  -0.376
F  -2.90705  -3.13467  0.33840  -0.361

Charge = +4
E_tot = -5419.5203 Ha
Molecular weight = 1334.468 Da
Strongest force on any atom = 2.7 eV Å⁻¹
HOMO energy = -12.69 eV
E_LUMO = -7.560 eV